(1)
Here is a single C6H8N4 molecule from the Open Molecules 2025 dataset. Energies are from ωB97M-V/def2-TZVPD.

Element x y z (Å)
N (1.052, 0.946, 1.255)
N (0.587, 2.017, 0.833)
N (3.200, -0.930, -0.635)
N (-1.005, -1.597, 0.026)
C (-1.428, -0.290, -0.434)
C (0.838, -0.146, 0.303)
C (2.162, -0.579, -0.203)
C (-0.096, 0.381, -0.780)
C (-0.012, 1.893, -0.536)
C (0.043, -1.309, 1.007)
H (0.703, -2.196, 1.167)
H (-0.312, -0.908, 1.972)
H (-2.121, -0.407, -1.279)
H (-1.871, 0.381, 0.313)
H (-1.678, -2.206, 0.473)
H (0.301, 0.069, -1.745)
H (-0.981, 2.404, -0.532)
H (0.618, 2.479, -1.205)

Force components x, y, z for each atom (eV/Å):
-0.41 1.61 -0.16
0.24 -0.63 0.16
-3.00 1.04 1.26
0.69 -0.03 1.00
-0.34 0.16 -0.67
0.31 -1.40 0.22
2.49 -0.97 -1.08
0.39 0.31 -0.66
-0.26 -0.18 0.48
1.21 -0.31 -0.46
-0.63 0.68 0.05
0.01 -0.19 -0.22
0.26 0.27 0.21
-0.42 -0.33 0.31
-0.49 0.29 -0.35
-0.31 0.12 -0.10
0.07 -0.16 0.12
0.17 -0.28 -0.10

Output
2S+1: 1
Orbital gap (eV): 10.434
Energy relative to the best compared isomer or geometry (same formula, charge and spin) (eV): 1.8556
Total energy (a.u.): -452.39349
LUMO energy (hartree): 0.0227
SMILES string: N#C[C@]12CNC[C@H]1CN=N2

***

(2)
Here is a single C6H8N4 molecule from the Open Molecules 2025 dataset. Energies are from ωB97M-V/def2-TZVPD.

Element x y z (Å)
N (1.889, -2.248, -0.098)
N (-3.021, 0.284, -0.509)
N (2.753, 0.896, -0.281)
N (-1.021, 0.250, 0.447)
C (-2.762, -0.981, -0.070)
C (1.485, 0.210, -0.505)
C (1.650, -1.206, -0.419)
C (-1.472, -1.057, 0.420)
C (0.288, 0.735, 0.732)
C (-2.018, 1.038, -0.106)
H (0.261, 1.876, 0.749)
H (3.226, 0.776, -1.084)
H (0.653, 0.245, 1.641)
H (1.221, 0.423, -1.600)
H (-3.337, -1.857, -0.328)
H (-1.037, -1.962, 0.913)
H (3.148, 0.421, 0.497)
H (-1.906, 2.156, -0.399)

Force components x, y, z for each atom (eV/Å):
0.91 -4.73 1.01
-2.25 -3.09 0.45
-3.28 0.58 2.86
3.08 0.60 1.84
-3.84 2.72 -3.13
-1.81 2.22 -0.82
-0.97 3.37 -0.21
4.04 -1.91 2.07
0.67 -0.48 -2.19
-0.13 2.92 -1.59
0.40 -1.73 0.07
2.76 -0.39 -2.94
0.23 0.47 -0.06
-0.45 0.13 1.72
-0.44 0.32 -0.02
-0.04 1.44 -0.34
1.16 -0.11 0.50
-0.04 -2.35 0.79

Output
2S+1: 3
Orbital gap (spin up / spin down) (eV): 5.532 / 7.470
Energy relative to the best compared isomer or geometry (same formula, charge and spin) (eV): 0.7757
Total energy (a.u.): -452.22875
LUMO energy (spin up / spin down) (hartree): 0.0311 / -0.0842

***

(3)
Here is a molecular structure, C6H8N4O2 from the Open Molecules 2025 dataset. Energies are from ωB97M-V/def2-TZVPD.

Element x y z (Å)
O (-3.330, -0.851, 0.958)
O (-1.769, 0.132, 2.216)
N (2.326, 1.920, -0.280)
N (-0.956, -0.870, -1.905)
N (0.550, 0.249, -0.247)
N (-2.136, -0.571, 1.236)
C (-0.471, -0.202, -0.951)
C (-1.178, -1.036, 0.351)
C (1.886, 0.702, -0.765)
C (0.284, -0.752, 0.849)
C (-1.575, -1.768, -0.969)
C (1.704, 2.704, 0.471)
H (2.103, 3.691, 0.482)
H (0.736, 2.345, 0.984)
H (2.756, -0.010, -0.716)
H (0.292, -0.556, 1.871)
H (0.996, -1.499, 0.542)
H (-1.217, -2.743, -1.296)
H (1.650, 0.688, -1.826)
H (-2.652, -1.573, -1.006)

Force components x, y, z for each atom (eV/Å):
1.81 0.70 1.07
-1.01 -1.33 -1.63
0.97 1.29 -1.08
2.13 1.97 -1.72
2.17 1.74 1.68
-2.48 1.19 1.04
-2.59 -1.36 1.10
3.33 -0.25 -1.64
-1.00 -2.15 -0.21
-0.32 -1.36 -2.97
-1.96 -0.09 0.73
-1.82 -1.72 0.31
0.06 0.79 0.91
1.24 1.06 -0.64
-1.16 0.01 0.56
0.38 1.20 1.44
0.05 -1.13 0.61
-0.38 -0.42 0.93
0.50 0.87 -0.43
0.07 -1.01 -0.06

Output
2S+1: 1
Orbital gap (eV): 8.937
Energy relative to the best compared isomer or geometry (same formula, charge and spin) (eV): 9.6223
Total energy (a.u.): -602.62594
LUMO energy (hartree): -0.0105

***

(4)
Here is a gas-phase ion, C6H8N4S (charge +2) from the Open Molecules 2025 dataset. Energies are from ωB97M-V/def2-TZVPD.

Element x y z (Å)
S (-1.268, -0.926, 0.725)
N (2.249, -1.015, 0.505)
N (1.888, 1.372, 0.676)
N (-0.168, 1.518, -0.031)
N (0.697, -2.155, -0.782)
C (1.488, 0.083, 0.592)
C (0.076, 0.160, 0.186)
C (-2.684, -0.124, -0.044)
C (1.773, -2.146, -0.113)
C (0.820, 2.200, 0.376)
C (-0.263, -1.210, -0.762)
H (3.185, -1.069, 0.741)
H (-0.896, -0.971, -1.576)
H (2.972, 1.650, 0.782)
H (2.509, -2.975, -0.034)
H (-3.393, 0.107, 0.786)
H (-2.282, 0.780, -0.503)
H (0.778, 3.278, 0.364)
H (-3.295, -0.578, -0.832)

Force components x, y, z for each atom (eV/Å):
-0.18 -0.79 0.02
-2.51 0.79 0.37
4.31 -0.59 0.95
-2.20 -0.43 0.29
-0.23 -1.06 -0.16
0.12 0.83 -0.30
0.89 0.02 -0.83
-0.92 1.42 0.43
0.31 -0.68 -0.28
-0.25 -0.28 -1.05
0.79 1.38 1.28
2.39 0.44 0.80
-0.16 -0.19 -1.21
-3.35 -0.52 -0.15
-0.89 0.28 -0.52
0.72 0.05 -0.44
-0.18 0.30 0.38
0.66 0.16 0.22
0.70 -1.11 0.22

Output
2S+1: 1
Orbital gap (eV): 9.059
Energy relative to the best compared isomer or geometry (same formula, charge and spin) (eV): 0.4725
Total energy (a.u.): -849.90940
Net charge: +2
LUMO energy (hartree): -0.3521

***

(5)
Here is 2 unconnected molecules or ions with the total composition C6H8N5O from the Open Molecules 2025 dataset. Energies are from ωB97M-V/def2-TZVPD.

Element x y z (Å)
O (-1.410, -0.011, -3.378)
N (-0.210, 0.926, -1.419)
N (-1.407, 2.586, -0.339)
N (1.619, -1.779, 0.307)
N (0.215, 0.020, 1.045)
N (-0.090, -0.467, -1.596)
C (1.952, -2.070, 1.581)
C (-1.269, 1.363, -0.805)
C (0.759, -0.850, 0.223)
C (0.476, -0.256, 2.327)
C (-0.633, -0.794, -2.911)
C (1.271, -1.420, 2.619)
H (2.449, -2.974, 1.644)
H (-2.183, 0.801, -0.779)
H (-0.994, 3.442, -0.775)
H (1.388, -1.618, 3.732)
H (0.138, 0.470, 3.110)
H (-0.381, -1.886, -3.211)
H (0.582, 1.654, -1.590)
H (-2.272, 2.862, 0.213)

Force components x, y, z for each atom (eV/Å):
0.60 -0.64 -0.97
0.55 1.27 0.24
-1.41 3.06 0.61
-0.70 0.69 -0.86
0.23 -1.04 -1.00
1.72 1.43 1.37
-2.95 1.06 0.66
-0.18 0.77 -0.65
-1.22 0.95 -1.63
1.27 -1.05 0.14
-0.05 -1.71 2.02
0.23 1.41 1.75
1.61 -1.31 0.73
0.26 -1.12 0.50
0.10 -1.40 0.68
0.17 -0.16 -1.80
0.12 -0.97 -0.84
-0.38 1.86 0.11
-1.45 -2.18 0.23
1.48 -0.93 -1.30

Output
2S+1: 1
Orbital gap (eV): 9.612
Energy relative to the best compared isomer or geometry (same formula, charge and spin) (eV): 4.2210
Total energy (a.u.): -582.06604
Net charge: +1
LUMO energy (hartree): -0.1423

***

(6)
Here is a gas-phase ion, C6H8N5O3 (charge +1) from the Open Molecules 2025 dataset. Energies are from ωB97M-V/def2-TZVPD.

Element x y z (Å)
O (-1.162, -2.701, 0.440)
O (-3.464, 1.250, 0.280)
O (-0.205, -0.206, -2.368)
N (3.248, -0.720, 0.667)
N (0.903, -0.621, 0.893)
N (-1.198, 0.983, 0.377)
N (-2.533, -0.858, 0.342)
N (1.735, -0.448, -1.125)
C (0.337, -0.381, -1.329)
C (-1.370, -1.534, 0.302)
C (-0.781, 2.223, -0.198)
C (-0.226, -0.519, 0.058)
C (2.032, -0.605, 0.179)
C (-2.498, 0.553, 0.295)
H (-0.800, 2.218, -1.292)
H (-1.501, 2.966, 0.153)
H (0.212, 2.489, 0.167)
H (0.830, -0.794, 1.885)
H (3.408, -0.848, 1.656)
H (2.396, -0.381, -1.888)
H (-3.423, -1.333, 0.439)
H (4.058, -0.732, 0.064)

Force components x, y, z for each atom (eV/Å):
-0.20 -0.12 0.06
-0.54 0.49 -0.28
-1.35 0.32 -2.21
1.10 -0.02 0.59
-0.78 -0.25 -0.28
0.57 0.97 -1.47
-1.12 0.81 0.00
0.40 -0.04 0.71
0.37 -0.42 3.27
1.58 0.79 0.00
-0.63 0.61 1.51
1.77 -1.91 -0.87
-0.08 0.13 -1.07
-1.09 -1.09 0.78
-0.10 -0.37 -0.08
0.04 0.33 -0.30
0.05 -0.20 -0.17
0.22 -0.14 -0.13
-0.03 -0.02 -0.19
-0.04 -0.03 0.13
0.03 0.12 -0.11
-0.17 0.02 0.11

Output
2S+1: 3
Orbital gap (spin up / spin down) (eV): 6.984 / 6.732
Energy relative to the best compared isomer or geometry (same formula, charge and spin) (eV): 0.0000
Total energy (a.u.): -732.62331
Net charge: +1
LUMO energy (spin up / spin down) (hartree): -0.1145 / -0.2753

***

(7)
Here is a molecular structure, C6H8NO from the Open Molecules 2025 dataset. Energies are from ωB97M-V/def2-TZVPD.

Element x y z (Å)
O (-1.357, 1.410, 0.493)
N (1.112, 0.300, 0.945)
C (0.069, -3.011, -0.484)
C (-0.345, -0.586, 0.078)
C (2.325, 0.037, 0.273)
C (-2.703, -0.701, 0.559)
C (-0.035, -1.754, -0.485)
C (-1.529, 0.190, 0.377)
H (2.478, 0.490, -0.695)
H (0.705, 1.192, 0.893)
H (3.093, 0.326, 0.859)
H (-3.437, -0.522, -0.131)
H (-3.172, -0.553, 1.458)
H (-2.451, -1.686, 0.535)
H (2.371, -1.066, 0.178)
H (1.115, -0.049, 1.867)

Force components x, y, z for each atom (eV/Å):
-0.93 -2.30 -0.10
-3.36 -1.79 -2.53
0.28 -2.25 -0.14
4.36 -2.30 0.14
-0.35 -2.36 -2.08
1.07 1.93 -0.09
-0.76 4.75 1.22
-0.16 2.48 0.52
-0.64 0.23 -0.23
-0.42 1.93 0.03
2.68 0.93 2.03
-1.81 0.61 -2.13
-0.97 0.83 2.51
0.90 -2.73 -0.33
0.27 0.51 -0.19
-0.16 -0.46 1.37

Output
2S+1: 1
Orbital gap (eV): 8.100
Energy relative to the best compared isomer or geometry (same formula, charge and spin) (eV): 5.4569
Total energy (a.u.): -362.89675
Net charge: +1
LUMO energy (hartree): -0.2719

***

(8)
Here is a gas-phase ion, C6H8NO (charge +1) from the Open Molecules 2025 dataset. Energies are from ωB97M-V/def2-TZVPD.

Element x y z (Å)
O (-2.537, -0.995, 0.175)
N (1.376, -1.004, 0.217)
C (0.789, -1.906, -0.403)
C (1.886, 0.112, 0.502)
C (-1.470, -0.273, 0.385)
C (-1.120, 0.798, -0.313)
C (1.311, 1.408, 0.263)
C (0.049, 1.605, -0.194)
H (-0.151, 2.569, -0.498)
H (-3.070, -0.555, -0.669)
H (-1.836, 1.104, -0.986)
H (-0.120, -2.365, 0.286)
H (1.948, 2.279, 0.406)
H (2.919, 0.067, 0.895)
H (1.003, -2.173, -1.395)
H (-0.977, -0.670, 1.329)

Force components x, y, z for each atom (eV/Å):
-3.03 1.36 -3.41
-0.16 -0.26 -1.29
-2.83 -0.45 4.23
1.58 1.24 0.55
0.87 -1.38 2.63
1.96 -0.18 0.63
0.02 -0.80 0.16
-0.16 -1.19 0.70
-0.23 2.21 -0.70
1.69 -1.84 3.04
-1.44 0.96 -1.64
2.35 0.38 -2.26
0.00 -0.44 -0.10
-0.61 0.03 0.08
0.22 -0.44 -1.29
-0.24 0.79 -1.33

Output
2S+1: 1
Orbital gap (spin up / spin down) (eV): 7.991 / 7.990
Energy relative to the best compared isomer or geometry (same formula, charge and spin) (eV): 1.4579
Total energy (a.u.): -363.04371
Net charge: +1
LUMO energy (spin up / spin down) (hartree): -0.1846 / -0.1846
SMILES string: C=[N+]=C/C=C\C=C\O